[1]
The following is a DFT calculation (wB97M-V/def2-TZVPD) of one molecule with the formula CH2F3P at a distorted geometry.

spin multiplicity = 1
total charge = 0
LUMO = 0.695 eV
SMILES string = C=P(F)(F)F
relative energy (zero: lowest compared OMol25 entry of this formula, charge and spin) = 0.0 kJ/mol
DFT total energy = -680.29662 hartree

Element x y z (Å)
C1 1.1338 0.2290 -0.0215
F1 -0.9223 -1.2689 0.9816
F2 -1.8034 0.7691 0.0729
F3 -1.1324 -0.5046 -1.4094
P1 -0.4910 -0.1535 -0.0187
H1 1.5454 1.1738 -0.4446
H2 1.6699 -0.2448 0.8396

Results of the Mulliken charge analysis, in e, for atoms 1 through 4: -0.727 -0.196 -0.268 -0.230


[2]
The following is a DFT calculation (wB97M-V/def2-TZVPD) of one molecule with the formula CH4O2P2 at a distorted geometry.

spin multiplicity = 1
total charge = 0
LUMO = -0.282 eV
SMILES string = CPOP=O
relative energy (zero: lowest compared OMol25 entry of this formula, charge and spin) = 50.3 kJ/mol
DFT total energy = -873.70187 hartree

Element x y z (Å)
C1 -0.4085 0.4837 -1.2953
O1 1.2978 0.1087 3.2949
O2 0.1254 -0.6236 1.2569
P1 0.7538 0.6851 2.0894
P2 -0.8247 -0.9144 -0.0863
H1 -0.1398 1.3275 -0.8503
H2 0.4989 0.2009 -1.9365
H3 -1.3681 0.4684 -1.8186
H4 0.0651 -1.7362 -0.6541

Results of the Mulliken charge analysis, in e, for atoms 1 through 4: -0.926 -0.394 -0.205 0.442


[3]
The following is a DFT calculation (wB97M-V/def2-TZVPD) of a 2-piece molecular cluster, C3H11NS2 overall at a distorted geometry.

spin multiplicity = 1
total charge = 0
LUMO = 0.442 eV
SMILES string = CCN.CSS
relative energy (zero: lowest compared OMol25 entry of this formula, charge and spin) = 167.5 kJ/mol
DFT total energy = -971.95432 hartree

Element x y z (Å)
C1 2.7838 -2.8396 1.3794
S1 1.3572 -3.0905 0.1544
S2 0.4810 -1.2682 0.5239
H1 3.6790 -2.6166 0.7115
H2 2.4367 -2.1527 2.2179
H3 2.7606 -3.8112 1.9328
H4 0.2334 -1.6361 1.8445
C2 -1.0434 2.7397 -0.3244
C3 -1.9766 1.6976 -1.0018
N1 -1.0829 0.7720 -1.8673
H5 -0.3093 2.1421 0.2754
H6 -1.7256 3.3109 0.4584
H7 -0.5048 3.2431 -1.0244
H8 -2.7246 2.2523 -1.7073
H9 -2.2841 0.9929 -0.2397
H10 -1.5351 -0.0120 -2.2075
H11 -0.5453 0.2764 -1.1258

Results of the Mulliken charge analysis, in e, for atoms 1 through 4: -0.726 -0.063 -0.165 0.262


[4]
The following is a DFT calculation (wB97M-V/def2-TZVPD) of a 3-piece molecular cluster, C6H18O2 overall at a distorted geometry.

spin multiplicity = 1
total charge = 0
LUMO = 0.471 eV
SMILES string = CCC(C)CC.O.O
relative energy (zero: lowest compared OMol25 entry of this formula, charge and spin) = 45.1 kJ/mol
DFT total energy = -389.85447 hartree

Element x y z (Å)
C1 -0.9839 1.9592 -1.2213
C2 -0.0196 1.9020 -0.0363
C3 0.2378 0.4798 0.4635
C4 1.7093 0.2846 0.8161
C5 -0.6258 0.1939 1.7362
C6 -0.6652 -1.2988 2.0805
H1 -0.4153 1.7507 -2.1175
H2 -1.8064 1.2455 -1.1823
H3 -1.4304 2.9335 -1.3933
H4 -0.3583 2.5254 0.7838
H5 0.9078 2.3776 -0.3730
H6 -0.1949 -0.2512 -0.2010
H7 2.1791 -0.3306 0.0593
H8 1.8403 -0.2871 1.7413
H9 2.3178 1.1733 0.9838
H10 -0.2213 0.8688 2.4988
H11 -1.6286 0.6155 1.5895
H12 0.1417 -1.4851 2.7786
H13 -1.6583 -1.5220 2.4665
H14 -0.6675 -1.8986 1.1657
H15 2.5215 -1.3733 -2.5972
H16 1.2749 -1.8784 -1.8244
O1 1.6046 -1.1617 -2.3729
H17 -2.0007 -1.9625 -2.2406
H18 -0.6697 -2.6224 -2.0584
O2 -1.3888 -2.2378 -1.5456

Results of the Mulliken charge analysis, in e, for atoms 1 through 4: -1.237 -0.909 1.283 -1.340


[5]
The following is a DFT calculation (wB97M-V/def2-TZVPD) of C3H3OP as an isolated structure at a distorted geometry.

spin multiplicity = 1
total charge = 0
LUMO = 0.770 eV
relative energy (zero: lowest compared OMol25 entry of this formula, charge and spin) = 197.7 kJ/mol
DFT total energy = -532.60695 hartree

Element x y z (Å)
C1 0.9139 -0.0440 -0.0586
C2 0.2814 1.1050 -0.0427
C3 -0.5187 -1.3595 -0.0375
O1 -1.0774 1.1055 -0.0030
P1 -1.8042 -0.3875 -0.0597
H1 1.9420 -0.3035 0.0914
H2 0.4967 2.1847 -0.1339
H3 -0.2337 -2.3007 0.2440

Results of the Mulliken charge analysis, in e, for atoms 1 through 4: -0.520 0.020 -0.223 -0.310


[6]
The following is a DFT calculation (wB97M-V/def2-TZVPD) of a 9-piece molecular cluster, H18O9 overall at a distorted geometry.

spin multiplicity = 1
total charge = 0
LUMO = -0.839 eV
SMILES string = O.O.O.O.O.O.O.O.O
relative energy (zero: lowest compared OMol25 entry of this formula, charge and spin) = 290.1 kJ/mol
DFT total energy = -687.91530 hartree

Element x y z (Å)
O1 15.2350 14.3870 29.2540
H1 15.4660 13.4980 29.5280
H2 14.4930 14.2980 28.5840
O2 11.1590 15.1750 29.3520
H3 11.8480 15.1080 28.7020
H4 11.6090 14.7460 30.0270
O3 9.6170 14.0180 27.4290
H5 9.2280 14.6890 26.9000
H6 9.9850 14.4890 28.1450
O4 12.3740 17.7840 27.9930
H7 13.2790 17.8360 28.2700
H8 12.5160 17.1620 27.2760
O5 12.9130 14.2840 27.6210
H9 13.4710 14.0590 26.8880
H10 12.7240 13.3910 27.8520
O6 10.9490 12.0750 32.5460
H11 11.6310 12.6290 32.1260
H12 10.9480 11.2190 32.0470
O7 9.8960 17.7130 28.8470
H13 10.8650 17.6740 28.7620
H14 9.6870 17.0200 29.4300
O8 8.0720 15.9880 30.2640
H15 7.6380 16.1070 29.4120
H16 8.5220 15.1950 30.2370
O9 12.7340 13.3790 30.9540
H17 12.7770 12.7030 30.2930
H18 13.6280 13.7080 31.0400

Results of the Mulliken charge analysis, in e, for atoms 1 through 4: -0.653 0.303 0.400 -0.544


[7]
The following is a DFT calculation (wB97M-V/def2-TZVPD) of one molecule with the formula C6H10FP at a distorted geometry.

spin multiplicity = 1
total charge = 0
LUMO = 0.980 eV
SMILES string = C=C(C)[C@@]1(C)CP1F
relative energy (zero: lowest compared OMol25 entry of this formula, charge and spin) = 162.4 kJ/mol
DFT total energy = -675.76008 hartree

Element x y z (Å)
C1 -0.5901 0.4144 -0.0170
C2 0.7888 -0.2239 -0.0696
C3 -1.8091 -0.1959 -0.1175
C4 1.7628 0.1336 -1.1679
C5 -0.4429 1.8653 0.2842
C6 0.8524 -1.5798 0.6168
F1 3.5004 -0.4475 0.6618
P1 2.4068 0.8276 0.4190
H1 -1.9297 -1.1624 -0.4187
H2 -2.7674 0.2989 0.0622
H3 2.2782 -0.6352 -1.5296
H4 1.2787 0.8553 -1.9869
H5 0.1656 1.9638 1.0678
H6 -1.4579 2.2954 0.4090
H7 -0.0424 2.2476 -0.5516
H8 0.6570 -1.5720 1.6580
H9 1.7509 -2.1952 0.2759
H10 0.0273 -2.0499 0.1440

Results of the Mulliken charge analysis, in e, for atoms 1 through 4: 0.852 1.128 -1.185 -1.127